No. 1
{"formula": "C31H57F3O17", "method": "the ωB97M-V functional and the def2-TZVPD basis", "symbols": ["C", "O", "C", "C", "C", "C", "C", "C", "C", "C", "C", "O", "C", "O", "O", "C", "C", "C", "O", "C", "F", "F", "F", "H", "H", "H", "H", "H", "H", "H", "H", "H", "H", "H", "H", "H", "H", "H", "H", "H", "H", "H", "H", "H", "H", "H", "H", "H", "C", "C", "O", "C", "O", "O", "C", "H", "H", "H", "H", "H", "H", "H", "H", "C", "C", "O", "C", "O", "O", "C", "H", "H", "H", "H", "H", "H", "H", "H", "C", "C", "O", "C", "O", "O", "C", "H", "H", "H", "H", "H", "H", "H", "H", "C", "C", "O", "C", "O", "O", "C", "H", "H", "H", "H", "H", "H", "H", "H"], "xyz": [[0.63, 4.04, -0.28], [0.06, 2.76, -0.15], [0.36, 2.11, 1.09], [1.40, 1.00, 0.89], [0.80, -0.38, 0.55], [1.12, -0.92, -0.85], [2.60, -0.92, -1.28], [3.24, -2.32, -1.28], [3.09, -3.16, -0.02], [4.03, -2.89, 1.15], [4.43, -1.43, 1.33], [5.28, -3.65, 1.03], [5.74, -3.83, 2.28], [6.85, -4.22, 2.55], [4.79, -3.53, 3.20], [3.55, -3.48, 2.48], [3.00, -4.91, 2.37], [2.25, -5.37, 3.62], [3.03, -5.17, 4.78], [0.89, -4.67, 3.80], [0.32, -4.36, 2.62], [0.99, -3.53, 4.49], [0.03, -5.46, 4.46], [0.01, 4.80, 0.21], [1.65, 4.08, 0.13], [0.69, 4.27, -1.35], [0.76, 2.84, 1.80], [-0.56, 1.71, 1.50], [2.09, 1.35, 0.12], [1.96, 0.92, 1.83], [1.09, -1.12, 1.30], [-0.29, -0.28, 0.62], [0.76, -1.95, -0.90], [0.53, -0.37, -1.59], [3.20, -0.22, -0.70], [2.65, -0.55, -2.31], [4.29, -2.26, -1.58], [2.74, -2.87, -2.09], [3.28, -4.20, -0.30], [2.07, -3.12, 0.36], [5.01, -1.28, 2.23], [3.54, -0.80, 1.40], [4.98, -1.11, 0.45], [2.80, -2.85, 2.95], [3.80, -5.63, 2.18], [2.29, -5.01, 1.54], [2.02, -6.43, 3.50], [2.83, -5.85, 5.42], [-5.67, 2.39, 5.15], [-5.08, 3.77, 4.96], [-3.93, 3.75, 4.09], [-4.20, 3.65, 2.79], [-5.29, 3.62, 2.29], [-3.04, 3.61, 2.13], [-3.17, 3.46, 0.72], [-4.91, 1.70, 5.52], [-6.49, 2.43, 5.87], [-6.07, 2.00, 4.21], [-4.71, 4.16, 5.90], [-5.82, 4.47, 4.56], [-3.81, 4.24, 0.30], [-3.57, 2.48, 0.47], [-2.16, 3.55, 0.31], [-8.88, 1.98, 0.42], [-7.63, 2.74, 0.02], [-7.42, 2.72, -1.41], [-8.20, 3.53, -2.12], [-9.02, 4.29, -1.68], [-7.90, 3.36, -3.41], [-8.70, 4.14, -4.30], [-8.83, 0.96, 0.04], [-8.96, 1.95, 1.50], [-9.77, 2.45, 0.02], [-6.75, 2.28, 0.44], [-7.67, 3.78, 0.36], [-8.65, 5.20, -4.04], [-9.73, 3.81, -4.29], [-8.28, 3.99, -5.29], [10.11, -4.31, 2.74], [9.78, -5.68, 3.27], [10.89, -6.60, 3.16], [11.84, -6.45, 4.07], [11.85, -5.68, 4.99], [12.81, -7.34, 3.81], [13.93, -7.26, 4.69], [10.47, -4.38, 1.71], [9.22, -3.69, 2.76], [10.89, -3.83, 3.34], [8.99, -6.14, 2.68], [9.44, -5.64, 4.31], [13.61, -7.36, 5.73], [14.46, -6.33, 4.55], [14.57, -8.10, 4.42], [-6.81, 7.03, -9.64], [-6.77, 5.81, -10.53], [-5.70, 4.92, -10.19], [-5.91, 4.16, -9.12], [-6.91, 4.13, -8.45], [-4.82, 3.43, -8.90], [-4.89, 2.58, -7.75], [-5.85, 7.54, -9.66], [-7.58, 7.72, -9.99], [-7.04, 6.75, -8.61], [-6.56, 6.10, -11.56], [-7.71, 5.26, -10.51], [-5.77, 1.94, -7.79], [-4.91, 3.18, -6.84], [-3.99, 1.98, -7.77]], "lowdin_charge": [-0.11, -0.22, -0.23, -0.17, -0.19, -0.19, -0.20, -0.18, -0.11, -0.40, 0.03, 0.11, -0.55, 0.16, 0.09, -0.20, -0.04, -0.26, 0.03, -0.58, 0.14, 0.16, 0.14, 0.09, 0.09, 0.09, 0.12, 0.12, 0.11, 0.11, 0.09, 0.11, 0.10, 0.11, 0.08, 0.11, 0.12, 0.12, 0.13, 0.11, 0.11, 0.08, 0.10, 0.17, 0.15, 0.12, 0.16, 0.11, -0.06, -0.21, 0.04, -0.61, 0.11, 0.01, -0.02, 0.08, 0.08, 0.07, 0.12, 0.12, 0.10, 0.10, 0.07, -0.06, -0.21, 0.04, -0.62, 0.12, 0.00, -0.03, 0.08, 0.08, 0.07, 0.11, 0.12, 0.10, 0.10, 0.09, -0.06, -0.21, 0.04, -0.62, 0.12, 0.00, -0.05, 0.08, 0.06, 0.08, 0.12, 0.13, 0.09, 0.10, 0.09, -0.06, -0.21, 0.04, -0.62, 0.12, 0.01, -0.04, 0.08, 0.08, 0.07, 0.12, 0.12, 0.10, 0.10, 0.09], "charge": 0, "homo_ev": -10.002, "max_force_ev_per_a": 0.939, "smiles": "COCCCCCCC[C@]1(C)OC(=O)O[C@@H]1C[C@@H](O)C(F)(F)F.CCOC(=O)OC.CCOC(=O)OC.CCOC(=O)OC.CCOC(=O)OC", "orbital_gap_ev": 10.44, "total_energy_ev": -76032.825}


No. 2
{"formula": "C20H14CdClN3O4", "method": "the ωB97M-V functional and the def2-TZVPD basis", "symbols": ["Cd", "O", "C", "C", "C", "C", "C", "C", "C", "O", "N", "N", "C", "C", "C", "C", "C", "C", "N", "H", "H", "H", "H", "H", "H", "H", "H", "H", "H", "Cl", "C", "C", "C", "C", "C", "C", "C", "O", "O", "H", "H", "H", "H"], "xyz": [[-0.47, 0.15, -0.35], [1.44, -3.91, -2.06], [1.28, -4.52, -0.88], [1.92, -5.74, -0.65], [1.77, -6.40, 0.56], [0.99, -5.85, 1.57], [0.36, -4.64, 1.37], [0.48, -3.97, 0.14], [-0.21, -2.69, -0.04], [-0.13, -2.02, -1.11], [-1.00, -2.36, 0.99], [-1.54, -1.17, 0.91], [-2.49, -0.79, 1.70], [-3.00, 0.55, 1.57], [-3.89, 1.06, 2.52], [-4.39, 2.34, 2.37], [-3.99, 3.08, 1.26], [-3.11, 2.49, 0.36], [-2.63, 1.27, 0.49], [0.93, -3.06, -2.02], [2.54, -6.16, -1.43], [2.27, -7.34, 0.71], [0.88, -6.36, 2.51], [-0.25, -4.18, 2.13], [-2.90, -1.45, 2.45], [-4.15, 0.45, 3.37], [-5.07, 2.76, 3.08], [-4.35, 4.08, 1.11], [-2.79, 3.03, -0.53], [2.24, -0.14, 7.31], [1.98, 0.11, 5.63], [1.29, 1.24, 5.21], [1.05, 1.43, 3.86], [1.51, 0.50, 2.93], [2.22, -0.61, 3.36], [2.46, -0.81, 4.71], [1.08, 0.63, 1.51], [0.25, 1.52, 1.21], [1.46, -0.22, 0.67], [0.93, 1.96, 5.93], [0.49, 2.29, 3.51], [2.57, -1.33, 2.63], [2.99, -1.68, 5.05]], "nbo_charge": [1.68, -0.67, 0.36, -0.29, -0.16, -0.27, -0.14, -0.19, 0.62, -0.81, -0.45, -0.38, 0.01, 0.15, -0.23, -0.15, -0.26, 0.07, -0.50, 0.51, 0.22, 0.21, 0.21, 0.24, 0.20, 0.23, 0.22, 0.23, 0.20, 0.01, -0.03, -0.25, -0.14, -0.17, -0.15, -0.23, 0.75, -0.80, -0.78, 0.23, 0.24, 0.24, 0.23], "charge": 0, "homo_ev": -7.955, "max_force_ev_per_a": 1.564, "orbital_gap_ev": 7.25, "total_energy_ev": -50714.775}


No. 3
{"formula": "C3H7N2S", "method": "the ωB97M-V functional and the def2-TZVPD basis", "symbols": ["C", "C", "C", "N", "N", "S", "H", "H", "H", "H", "H", "H", "H"], "xyz": [[-0.26, 1.80, 0.33], [-0.03, -0.20, -0.77], [0.34, -1.52, -0.07], [0.88, 2.08, -0.31], [-0.73, 0.62, 0.16], [1.44, 0.80, -1.26], [-0.73, 2.55, 0.89], [-0.66, -0.44, -1.64], [0.84, -1.68, 0.90], [0.92, -2.28, -0.75], [-0.54, -2.13, 0.06], [1.19, 3.04, -0.41], [-1.66, 0.16, 0.49]], "nbo_charge": [0.38, -0.18, -0.68, -0.67, -0.52, 0.50, 0.25, 0.24, 0.26, 0.26, 0.23, 0.46, 0.48], "charge": 1, "homo_ev": -13.302, "max_force_ev_per_a": 3.481, "smiles": "C[C@H]1[NH+]=CNS1", "orbital_gap_ev": 9.51, "total_energy_ev": -17032.202}


No. 4
{"formula": "H8O4", "method": "the ωB97M-V functional and the def2-TZVPD basis", "symbols": ["O", "H", "H", "O", "H", "H", "O", "H", "H", "O", "H", "H"], "xyz": [[0.19, 2.06, 7.71], [0.44, 2.77, 8.32], [-0.09, 2.52, 6.91], [-2.38, 3.90, 9.02], [-2.49, 4.85, 9.12], [-1.62, 3.67, 9.57], [-1.55, 1.17, 13.14], [-1.56, 0.20, 13.14], [-2.14, 1.41, 13.86], [-0.40, 2.28, 10.84], [0.28, 1.61, 10.97], [-0.98, 2.19, 11.62]], "nbo_charge": [-0.94, 0.47, 0.47, -0.95, 0.46, 0.49, -0.96, 0.48, 0.48, -0.98, 0.47, 0.50], "charge": 0, "homo_ev": -10.806, "max_force_ev_per_a": 0.607, "smiles": "O.O.O.O", "orbital_gap_ev": 11.23, "total_energy_ev": -8319.830}


No. 5
{"formula": "C22H50CdP2Si2", "method": "the ωB97M-V functional and the def2-TZVPD basis", "symbols": ["P", "P", "C", "C", "H", "H", "H", "H", "C", "H", "H", "H", "C", "H", "H", "H", "C", "H", "H", "H", "C", "H", "H", "H", "Cd", "C", "C", "C", "C", "C", "C", "C", "C", "C", "H", "H", "H", "H", "H", "H", "H", "H", "H", "H", "H", "H", "H", "H", "H", "C", "Si", "C", "C", "C", "Si", "C", "C", "C", "H", "H", "H", "H", "H", "H", "H", "H", "H", "H", "H", "H", "H", "H", "H", "H", "H", "H", "H"], "xyz": [[1.15, 4.13, -1.62], [-2.22, 2.39, -2.23], [-0.21, 4.41, -2.92], [-1.66, 4.13, -2.51], [0.07, 3.94, -3.89], [-0.12, 5.50, -3.10], [-1.99, 4.78, -1.68], [-2.30, 4.41, -3.37], [-2.02, 1.78, -3.89], [-2.19, 0.70, -3.96], [-1.00, 1.98, -4.25], [-2.73, 2.32, -4.51], [-3.95, 2.66, -1.80], [-4.48, 2.86, -2.74], [-4.03, 3.54, -1.13], [-4.40, 1.79, -1.29], [2.58, 4.59, -2.62], [3.49, 4.24, -2.14], [2.59, 5.69, -2.69], [2.52, 4.15, -3.63], [0.67, 5.56, -0.63], [-0.39, 5.56, -0.37], [0.87, 6.45, -1.24], [1.25, 5.60, 0.28], [1.19, -1.64, 1.96], [-1.69, 1.10, -1.07], [-0.78, 0.58, -2.06], [0.52, 1.18, -2.36], [1.64, 1.16, -1.32], [1.83, 2.54, -0.70], [0.96, 3.07, 0.31], [-0.50, 2.90, 0.25], [-1.15, 1.51, 0.35], [2.00, 0.20, 2.57], [-2.62, 0.54, -0.94], [-1.05, -0.37, -2.55], [0.33, 2.25, -2.63], [0.88, 0.74, -3.30], [1.49, 0.37, -0.57], [2.57, 0.91, -1.86], [2.89, 2.82, -0.63], [1.40, 3.59, 1.18], [-0.78, 3.27, -0.77], [-0.99, 3.59, 0.97], [-0.46, 0.75, 0.75], [-2.01, 1.60, 1.04], [2.05, 0.18, 3.67], [1.42, 1.07, 2.22], [3.02, 0.25, 2.16], [-1.71, -2.79, 3.18], [-1.13, -3.78, 1.69], [-1.79, -5.54, 1.91], [-1.92, -3.03, 0.16], [0.74, -3.72, 1.50], [1.80, -4.95, 2.44], [1.69, -6.68, 1.70], [3.60, -4.41, 2.42], [1.27, -5.07, 4.24], [-2.76, -3.06, 3.39], [-1.67, -1.71, 3.01], [-1.12, -3.02, 4.08], [-2.88, -5.49, 2.00], [-1.55, -6.18, 1.05], [-1.40, -6.04, 2.81], [-1.63, -1.97, 0.01], [-1.64, -3.58, -0.75], [-3.01, -3.07, 0.24], [0.97, -3.86, 0.42], [1.99, -6.69, 0.64], [2.37, -7.36, 2.23], [0.67, -7.10, 1.76], [3.75, -3.52, 3.05], [4.23, -5.21, 2.81], [3.94, -4.18, 1.40], [1.60, -4.18, 4.79], [0.19, -5.19, 4.37], [1.76, -5.95, 4.69]], "lowdin_charge": [0.91, 0.91, -0.33, -0.34, 0.08, 0.09, 0.09, 0.09, -0.20, 0.07, 0.06, 0.05, -0.19, 0.05, 0.06, 0.06, -0.20, 0.05, 0.04, 0.06, -0.20, 0.06, 0.05, 0.06, 1.29, -0.43, -0.38, -0.29, -0.17, -0.33, -0.40, -0.28, -0.15, -0.35, 0.11, 0.08, 0.03, 0.12, 0.09, 0.10, 0.11, 0.09, 0.02, 0.12, 0.07, 0.10, -0.06, -0.08, -0.06, -0.22, 0.30, -0.20, -0.20, -0.56, 0.32, -0.19, -0.22, -0.20, 0.03, 0.01, 0.02, 0.03, 0.03, 0.02, 0.01, 0.03, 0.03, -0.02, 0.03, 0.03, 0.02, 0.02, 0.03, 0.03, 0.03, 0.01, 0.03], "charge": 0, "homo_ev": -4.364, "max_force_ev_per_a": 4.174, "orbital_gap_ev": 4.76, "total_energy_ev": -62514.699}


No. 6
{"formula": "C6H8FN3O5", "method": "the ωB97M-V functional and the def2-TZVPD basis", "symbols": ["C", "C", "C", "C", "C", "C", "N", "N", "N", "O", "O", "O", "O", "O", "F", "H", "H", "H", "H", "H", "H", "H", "H"], "xyz": [[-1.84, -1.45, -0.03], [0.30, -0.16, -0.51], [-1.18, 0.89, 1.15], [-2.39, -0.09, 0.22], [0.09, -2.59, -0.79], [0.60, 2.15, -0.17], [-0.48, -1.34, -0.37], [-0.16, 0.99, 0.16], [-2.59, 0.72, -1.01], [-2.40, -2.52, 0.05], [1.32, -0.16, -1.17], [-1.74, 0.57, -1.83], [-3.53, 1.45, -1.05], [-0.83, 0.35, 2.31], [-3.50, -0.08, 0.98], [-1.61, 1.81, 1.22], [0.74, -3.12, -0.06], [-0.65, -3.38, -0.91], [0.75, -2.59, -1.55], [-0.20, 2.85, -0.24], [1.22, 2.57, 0.55], [1.23, 2.05, -1.07], [-0.54, -0.53, 2.38]], "nbo_charge": [0.62, 0.83, 0.33, 0.29, -0.44, -0.41, -0.49, -0.50, 0.51, -0.52, -0.60, -0.36, -0.33, -0.67, -0.29, 0.19, 0.20, 0.25, 0.23, 0.19, 0.20, 0.26, 0.50], "charge": 0, "homo_ev": -10.016, "max_force_ev_per_a": 6.329, "smiles": "CN1C(=O)N(C)[C@H](O)[C@@](F)([N+](=O)[O-])C1=O", "orbital_gap_ev": 9.73, "total_energy_ev": -23772.598}